a | DFT (ωB97M-V with the def2-TZVPD basis set) results for a cluster of 3 separate species, C3H10NO in total.

Each line ends with the Löwdin charge.
Geometry (Å):
O (-1.07220, 1.82588, 2.83813)  -0.009
C (-0.47014, 1.75309, 1.57416)  -0.341
C (-0.61484, 0.32482, 0.96096)  -0.181
N (-0.42173, 0.00800, -0.40614)  0.352
C (1.18095, -1.86480, -2.39197)  -0.059
H (0.23595, 0.72504, 2.91197)  0.419
H (-1.10434, 2.34537, 0.90359)  0.133
H (0.47989, 2.32265, 1.51787)  0.156
H (-1.66688, -0.01884, 1.14696)  0.186
H (0.12148, -0.43405, 1.29960)  0.153
H (-1.24980, 0.16765, -0.96946)  0.122
H (2.09850, -1.31647, -2.72204)  0.037
H (1.45641, -2.49874, -1.52536)  0.025
H (0.56479, -2.20715, -3.25881)  0.038
H (0.46198, -1.13244, -1.87946)  -0.031

Calculated values
HOMO energy = -15.45 eV
net charge = +1

***

b | DFT (ωB97M-V with the def2-TZVPD basis set) results for a cluster of 2 separate species, C3H10NO in total.

Each line ends with the Löwdin charge.
Geometry (Å):
C (2.27063, -0.05818, -0.29383)  -0.060
O (1.51179, -0.81734, 0.73967)  -0.147
H (1.77176, -0.11382, -1.24524)  0.075
H (3.32085, -0.34993, -0.49608)  0.110
H (2.22621, 0.90712, 0.03377)  0.044
H (1.84899, -1.62289, 1.13243)  0.100
C (-1.96310, -0.76431, -0.06448)  0.024
C (-1.16699, 1.53654, 0.04715)  0.174
N (-0.98561, 0.31089, 0.24898)  -0.011
H (-1.49628, -1.09439, -1.04442)  0.131
H (-1.86845, -1.58574, 0.67099)  0.115
H (-2.95872, -0.25675, -0.19095)  0.119
H (-2.13189, 1.76350, -0.23573)  0.098
H (-0.37928, 2.18184, 0.34421)  0.124
H (0.00009, -0.03655, 0.35351)  0.104

Calculated values
HOMO energy = -15.19 eV
net charge = +1

***

Result of the stability comparison: b is the most stable of them.

***

a | DFT (ωB97M-V with the def2-TZVPD basis set) results for a cluster of 2 separate species, C3H10NO in total.

Each line ends with the Löwdin charge.
Geometry (Å):
C (1.10161, 1.95585, -0.26763)  -0.096
O (1.80239, 0.94616, 0.52972)  -0.157
H (1.62970, 2.88131, -0.09081)  0.086
H (0.10112, 2.14419, 0.14514)  0.085
H (1.14848, 1.69503, -1.32537)  0.091
H (2.35318, 1.42845, 1.13949)  0.085
C (-1.47815, -1.19107, 0.12979)  -0.160
C (-1.88340, -1.18765, -1.12371)  0.089
N (-0.10622, -0.97186, 0.53434)  0.184
H (-2.06971, -1.57531, 0.94905)  0.128
H (-1.22127, -0.82413, -1.91330)  0.086
H (-2.92152, -1.30116, -1.43314)  0.093
H (0.15072, -1.80143, 1.07345)  0.184
H (-0.04140, -0.12925, 1.12367)  0.153
H (0.55024, -0.67262, -0.19654)  0.150

Calculated values
HOMO energy = -15.12 eV
net charge = +1

***

b | DFT (ωB97M-V with the def2-TZVPD basis set) results for a cluster of 2 separate species, C3H10NO in total.

Each line ends with the Löwdin charge.
Geometry (Å):
C (1.70947, 0.26515, 0.44194)  -0.121
O (1.87087, -1.24677, 0.30595)  -0.020
C (0.72949, 0.56808, -0.61932)  0.095
C (-0.38946, 1.45616, -0.30987)  -0.025
N (-2.19345, -1.34238, 0.36075)  0.012
H (2.74157, 0.68681, 0.27098)  0.183
H (1.30802, 0.34079, 1.42189)  0.124
H (1.22091, -1.54802, -0.33229)  0.066
H (1.10482, 0.47165, -1.76572)  0.220
H (-0.07881, 2.51797, -0.12151)  0.169
H (-1.14223, 1.55752, -1.16320)  0.140
H (-0.75875, 1.12002, 0.65732)  0.104
H (-2.80279, -2.04116, 0.72007)  0.008
H (-1.27075, -1.37662, 0.81971)  0.001
H (-2.04893, -1.42919, -0.68669)  0.045

Calculated values
HOMO energy = -13.82 eV
net charge = +1

***

Result of the stability comparison: a is the most stable of them.

***

a | DFT (ωB97M-V with the def2-TZVPD basis set) results for the molecule C9H12N2.

Each line ends with the Löwdin charge.
Geometry (Å):
C (0.81807, 3.04118, 1.31654)  -0.065
C (-0.30523, 2.36521, 1.86043)  -0.050
C (1.48509, 2.44467, 0.27717)  -0.100
C (-0.73554, 1.08545, 1.44052)  -0.029
C (1.13856, 1.17039, -0.08921)  -0.017
C (-0.02749, 0.51901, 0.40237)  -0.160
C (-0.45340, -0.79156, -0.19734)  -0.428
C (-1.61726, -0.90728, -1.17372)  0.008
C (0.45124, -2.75457, -1.46825)  -0.061
N (-0.22525, -1.93630, 0.72178)  0.074
N (0.63720, -1.71650, -0.41619)  -0.097
H (1.16644, 3.99682, 1.55347)  0.082
H (-0.89018, 2.62311, 2.71630)  0.087
H (2.31133, 2.85577, -0.14302)  0.074
H (-1.54413, 0.52916, 1.74463)  0.093
H (1.84139, 0.84749, -0.83713)  0.107
H (-2.18238, -1.73226, -1.07073)  0.042
H (-1.29634, -0.80028, -2.20922)  0.094
H (-2.13130, 0.00709, -1.02075)  0.071
H (1.32504, -3.39134, -1.19482)  0.105
H (-0.49134, -3.16571, -1.45381)  0.046
H (0.56302, -2.43041, -2.40227)  0.030
H (0.16247, -1.85914, 1.64326)  0.093

Calculated values
SMILES = CN1N[C@@]1(C)c1ccccc1
HOMO energy = -8.84 eV

***

b | DFT (ωB97M-V with the def2-TZVPD basis set) results for the molecule C9H12N2.

Each line ends with the Löwdin charge.
Geometry (Å):
C (1.86442, -2.14419, 1.73858)  -0.135
C (2.57886, -1.45941, 0.72223)  -0.103
C (0.50778, -1.98334, 2.02960)  -0.046
C (1.94736, -0.37459, 0.03948)  -0.032
C (-0.09719, -1.06579, 1.19224)  -0.230
C (0.55903, -0.24193, 0.27149)  -0.163
N (-1.43336, -0.64767, 1.14052)  0.036
N (-0.36484, 0.72500, -0.23253)  -0.073
C (-1.72932, 0.45202, 0.23525)  -0.172
C (-1.29799, 1.74146, -2.34677)  -0.114
C (-0.17930, 1.74437, -1.31411)  -0.204
H (2.23103, -2.85350, 2.43536)  0.074
H (3.68458, -1.44487, 0.59243)  0.099
H (0.01735, -2.63440, 2.85047)  0.138
H (2.59271, 0.32438, -0.51540)  0.102
H (-2.19128, -1.23336, 1.48144)  0.136
H (-2.07520, 1.39740, 0.75737)  0.133
H (-2.39094, 0.16720, -0.54526)  0.093
H (-2.22170, 2.15632, -1.81466)  0.089
H (-0.96237, 2.35889, -3.22979)  0.091
H (-1.62122, 0.80078, -2.72937)  0.057
H (0.69146, 1.49134, -1.93094)  0.109
H (-0.10989, 2.72388, -0.82764)  0.114

Calculated values
SMILES = CCN1CNc2ccccc21
HOMO energy = -6.72 eV

***

Result of the stability comparison: b is the most stable of them.

***

a | DFT (ωB97M-V with the def2-TZVPD basis set) results for the ion C7H15N2S with charge +1.

Each line ends with the Mulliken spin population.
Geometry (Å):
C (-0.95399, 0.02321, 1.36203)  0.003
C (-1.88352, 0.25813, 0.16879)  0.006
C (0.24856, 0.46745, -1.10436)  0.951
C (2.54416, -1.25252, 1.76283)  -0.005
C (2.23415, -2.14858, 0.59919)  0.017
C (0.31563, -0.67097, 1.11296)  0.564
C (-1.92658, 1.31189, -2.13263)  0.041
N (-1.13988, 1.12020, -0.84946)  -0.034
N (1.46017, -0.21000, 1.63973)  0.247
S (0.40952, -2.35649, 0.62039)  0.119
H (-0.69918, 1.04892, 1.56628)  0.004
H (-1.58462, -0.37495, 2.20955)  0.062
H (-2.03518, -0.63328, -0.36008)  0.003
H (-2.89599, 0.59865, 0.45926)  -0.007
H (1.19894, 0.95468, -1.14066)  -0.010
H (0.06077, -0.20723, -1.89524)  0.028
H (2.49959, -1.60276, 2.84304)  0.014
H (3.50331, -0.78562, 1.54927)  0.002
H (2.46154, -1.82886, -0.36042)  -0.001
H (2.89847, -3.00056, 0.70102)  -0.003
H (-2.82620, 1.91334, -2.00484)  0.010
H (-1.18733, 1.86382, -2.71758)  -0.016
H (-2.01765, 0.31280, -2.67271)  0.000
H (1.42430, 0.62659, 2.12572)  -0.004
H (-1.06173, 2.05838, -0.35365)  0.008

Calculated values
spin multiplicity = 3
HOMO energy (alpha / beta) = -8.58 / -12.05 eV
net charge = +1

***

b | DFT (ωB97M-V with the def2-TZVPD basis set) results for the ion C7H15N2S with charge +1.

Each line ends with the Mulliken spin population.
Geometry (Å):
C (-0.02496, -0.27560, 0.32068)  0.444
C (0.21053, -2.42933, 1.25662)  -0.008
C (0.05529, -1.42529, 2.44666)  -0.025
C (-1.32277, 0.72986, -1.47597)  0.022
C (1.09270, 1.01001, -1.50579)  0.045
C (-0.05426, 2.28327, 0.17211)  0.019
C (-0.10992, 0.98371, -0.53681)  -0.019
N (-0.02798, -1.57654, 0.00817)  0.333
N (0.12934, -0.11479, 1.64568)  0.289
S (-0.40996, -2.19444, -1.52490)  0.762
H (1.20578, -2.76788, 1.27049)  0.014
H (-0.47130, -3.20906, 1.24575)  0.016
H (-0.95817, -1.50241, 2.90611)  0.020
H (0.90290, -1.46653, 3.13374)  0.010
H (-1.42199, 1.63956, -2.15475)  0.005
H (-1.12459, -0.14862, -1.96095)  0.028
H (-2.33608, 0.64751, -0.95205)  -0.009
H (2.07252, 0.90047, -1.04028)  0.001
H (1.04909, 1.97556, -2.01374)  0.010
H (1.07227, 0.28377, -2.35659)  -0.018
H (-0.13953, 3.02746, -0.53793)  -0.001
H (0.82096, 2.46968, 0.78058)  0.002
H (-1.04728, 2.34337, 0.78238)  -0.001
H (0.02836, 0.74958, 2.13942)  -0.005
H (0.80906, -1.93332, -2.04864)  0.064

Calculated values
spin multiplicity = 3
HOMO energy (alpha / beta) = -9.00 / -13.71 eV
net charge = +1

***

Result of the stability comparison: a is the most stable of them.